# 1
DFT (ωB97M-V with the def2-TZVPD basis set) results for a structure of composition C8H17NOS.

Results
Total charge   0
HOMO   -8.449 eV
ΔE to the lowest compared entry with this formula, charge and spin   138.03 kcal/mol
LUMO level   0.025 Eh

```
28
C8H17NOS (ωB97M-V with the def2-TZVPD basis set)
H 0.702 2.568 -0.898
H -0.453 -2.564 0.751
H -2.630 1.844 0.999
H -2.620 -1.522 1.090
H -1.316 -0.175 1.362
H -4.377 0.736 0.399
H 3.831 0.296 -0.884
N 1.542 -1.715 -1.139
H -3.442 2.228 -0.585
H 2.254 -2.178 -0.417
H 3.019 1.990 -1.815
C 1.181 2.180 0.339
H 2.023 0.078 -1.865
S -2.152 0.239 -0.753
C 2.723 0.903 -1.167
H 0.441 2.185 1.142
H 0.911 -2.477 -1.726
O 1.234 -0.682 2.112
C -0.742 -1.788 0.040
H 3.029 1.335 1.058
C 1.330 -0.311 0.906
C 2.195 1.089 0.340
H 0.166 -0.038 -0.860
C -1.842 -0.909 0.652
C -3.406 1.345 0.148
H -1.049 -2.440 -0.703
H 1.606 3.115 0.427
C 0.505 -1.066 -0.318
```



# 2
DFT (ωB97M-V with the def2-TZVPD basis set) results for a structure of composition C8H18AgBr2FN2O2Pt.

Results
2S+1   3
Total charge   +2
HOMO (alpha / beta)   -14.911 / -14.852 eV
ΔE to the lowest compared entry with this formula, charge and spin   270.94 kcal/mol
<S²>   2.017
LUMO level (alpha / beta)   -0.317 / -0.411 Eh

```
35
C8H18AgBr2FN2O2Pt (ωB97M-V with the def2-TZVPD basis set)
H -1.946 -1.515 -0.903
C 0.087 0.681 -3.179
H -0.061 -0.717 0.871
H -0.745 0.473 2.028
Br -0.377 1.765 3.221
F 1.712 -0.951 0.601
N 0.956 0.196 -2.068
H -0.679 1.368 -2.820
C 1.090 1.151 2.041
C 0.913 0.908 -0.967
H -3.325 -2.091 -0.389
Ag 1.060 -2.548 -0.187
H -1.134 0.565 0.424
N -2.174 -0.984 1.186
H -3.674 -1.999 2.215
H 2.312 -1.256 -1.484
C 1.634 2.184 1.080
Pt 3.306 -1.423 0.690
H -0.413 -0.209 -3.559
H 0.498 -1.723 -1.820
H 0.541 0.389 1.487
H 0.549 1.203 -4.017
H 1.385 -1.565 -3.050
Br 2.532 3.783 1.952
H 1.793 0.698 2.740
H 2.242 1.800 0.261
C -2.710 -1.213 -0.187
H 1.496 0.461 -0.147
H 0.791 2.564 0.502
O -2.350 -0.912 3.398
O 0.216 1.928 -0.824
C -2.774 -1.378 2.339
H -3.180 -0.310 -0.576
C -0.960 -0.190 1.190
C 1.387 -1.135 -2.048
```



# 3
DFT (ωB97M-V with the def2-TZVPD basis set) results for a cluster of 2 separate species, C8H18BF2O3S in total.

Results
Total charge   -1
HOMO   -3.961 eV
LUMO level   0.079 Eh

```
33
C8H18BF2O3S (ωB97M-V with the def2-TZVPD basis set)
H 2.743 -0.913 2.473
H 0.144 -0.085 -0.193
H -0.204 2.615 1.691
H 2.436 2.290 1.078
H -2.311 2.085 -1.012
H -0.302 -2.400 0.062
C -1.210 -2.558 -0.524
H 1.608 -1.188 -2.492
C -1.826 2.286 -0.062
H 1.196 0.528 -2.638
F -2.993 -3.546 -3.691
C 0.191 0.094 2.706
H 0.265 -0.863 3.220
H -2.149 3.263 0.306
O -0.430 2.258 -0.304
O 2.734 0.048 2.424
C 1.585 1.645 0.839
C 1.137 -0.159 -0.629
C -0.944 -2.463 -2.033
H -0.032 0.843 3.476
B 1.522 0.551 2.007
H -0.002 -2.969 -2.251
F 0.828 3.899 0.580
H -0.659 0.099 2.025
H -1.957 -1.823 -0.229
H -1.583 -3.558 -0.298
H -2.127 1.501 0.636
C 0.372 2.579 0.761
H -1.777 -2.936 -2.589
S -0.755 -0.758 -2.614
O 1.874 1.043 -0.412
H 1.679 -1.007 -0.186
C 0.949 -0.402 -2.128
```



# 4
DFT (ωB97M-V with the def2-TZVPD basis set) results for a structure of composition C8H18Cl2O3PZr.

Results
Total charge   +3
HOMO (alpha / beta)   -20.724 / -20.732 eV
LUMO level (alpha / beta)   -0.621 / -0.620 Eh

```
33
C8H18Cl2O3PZr (ωB97M-V with the def2-TZVPD basis set)
H -1.537 3.152 -2.470
H -1.445 -3.735 -3.926
C -0.291 -2.502 -2.675
H 2.323 2.414 -1.584
C -0.081 -0.275 3.376
H -0.376 0.292 4.250
C 0.211 1.123 -3.687
H 1.291 3.497 -2.580
Cl 3.119 -0.150 -1.139
H 0.523 -1.104 3.719
H 0.058 1.344 1.885
C 1.318 2.831 -1.706
O -0.926 -1.529 -2.405
P 0.136 1.446 -1.938
Cl 2.356 -3.048 -0.817
O -2.221 -0.029 0.395
C -0.406 -3.588 -3.692
H 1.476 1.151 2.915
H 0.154 -3.318 -4.633
H -0.007 -4.595 -3.371
H 1.056 3.422 -0.816
H -2.290 1.694 -1.819
H -0.750 0.761 -4.068
O 1.329 -0.226 1.327
H 0.475 2.037 -4.232
H 2.208 0.184 1.142
C -1.462 2.379 -1.729
H -1.487 2.824 -0.742
H -0.986 -0.640 2.904
C 0.682 0.617 2.403
Zr 0.811 -1.189 -1.043
H 0.974 0.365 -3.914
C -1.169 -0.292 0.025
```



# 5
DFT (ωB97M-V with the def2-TZVPD basis set) results for a structure of composition C8H18ClEuIO3PS.

Results
2S+1   7
Total charge   +2
HOMO (alpha / beta)   -15.319 / -15.337 eV
ΔE to the lowest compared entry with this formula, charge and spin   0.00 kcal/mol
<S²>   12.011
LUMO level (alpha / beta)   -0.346 / -0.260 Eh

```
34
C8H18ClEuIO3PS (ωB97M-V with the def2-TZVPD basis set)
H -0.184 2.401 -3.245
C -0.032 1.371 -3.587
H -2.174 -3.336 -1.445
H -1.687 -1.892 2.795
H 6.140 2.187 3.098
H -1.848 -3.575 2.152
S -2.159 -1.930 0.476
P 0.965 0.482 -2.361
H -1.008 0.876 -3.672
O -0.653 -1.622 0.358
H -3.312 -2.577 2.456
H 6.635 2.415 1.393
C -2.264 -2.560 2.147
H 2.589 2.257 -2.352
Eu 1.411 -0.642 0.436
H -1.597 -4.244 0.009
H 6.530 3.832 2.492
C 2.618 1.194 -2.621
C -0.529 1.278 -0.338
H 0.141 -1.571 -3.330
H -3.341 -3.819 -0.172
Cl 2.866 -2.573 -0.367
H 2.884 1.074 -3.680
C 1.142 -1.136 -3.189
I 3.745 0.893 1.543
H 1.633 -0.981 -4.163
H 0.467 1.372 -4.566
O 3.929 3.955 1.692
C 4.648 3.014 1.844
H 3.348 0.680 -1.980
C 6.085 2.862 2.233
O -1.569 1.771 -0.305
H 1.746 -1.809 -2.551
C -2.314 -3.504 -0.372
```



# 6
DFT (ωB97M-V with the def2-TZVPD basis set) results for a structure of composition C8H18ClIO3PPt.

Results
2S+1   5
Total charge   +3
HOMO (alpha / beta)   -17.751 / -20.073 eV
ΔE to the lowest compared entry with this formula, charge and spin   8.77 kcal/mol
<S²>   6.031
LUMO level (alpha / beta)   -0.380 / -0.568 Eh

```
33
C8H18ClIO3PPt (ωB97M-V with the def2-TZVPD basis set)
C -1.861 1.924 -0.459
H 5.760 1.393 -3.482
H -1.348 -3.359 0.440
O -1.003 0.339 3.065
I 2.963 0.579 -2.138
O -2.774 2.622 -0.668
H -1.756 -2.003 1.551
C -1.337 1.312 5.285
H -1.365 2.217 5.905
C -1.059 1.566 3.808
H -0.048 -2.372 1.190
Pt -0.463 0.865 -0.066
H -3.079 -0.543 -1.888
C -1.058 -2.352 0.776
H -0.107 0.289 2.669
C -0.125 -1.842 -2.016
C 3.690 1.366 -4.009
H 5.193 -0.140 -4.225
H -0.118 2.115 3.680
H -0.508 -2.827 -2.313
Cl 1.470 -0.184 0.637
H -0.204 -1.153 -2.868
C -2.873 -1.277 -1.104
H 5.433 1.314 -5.238
H -3.100 -2.286 -1.475
C 5.116 0.953 -4.251
H -1.853 2.195 3.383
H -0.552 0.665 5.697
H -2.293 0.793 5.387
O 2.954 2.040 -4.676
H -3.500 -1.064 -0.227
P -1.125 -1.238 -0.645
H 0.930 -1.912 -1.725
```



Maximum force: 0.102; 0.279; 0.017; 0.130; 0.095; 0.174 (Eh/bohr)